Record 1
79
Properties=species:S:1:pos:R:3:lowdin_charge:R:1 method="wB97M-V/def2-TZVPD" charge=-1 orbital_gap_ev="4.25 / 5.55" multiplicity=5
P 2.4761 -0.9600 -3.0233 0.901
C 1.6805 -0.8548 -4.7679 -0.433
C 2.6163 -0.9121 -5.9814 -0.220
C 1.8614 -0.7175 -7.3016 -0.204
C 0.6087 -1.5939 -7.4346 -0.213
C -0.2784 -1.5831 -6.1823 -0.206
C 0.5239 -1.8537 -4.9034 -0.220
C 3.1573 -2.7353 -2.9722 -0.483
C 3.8592 -3.3198 -4.1893 -0.219
C 4.5200 -4.6551 -3.8105 -0.206
C 3.5472 -5.6356 -3.1411 -0.213
C 2.6868 -5.0068 -2.0367 -0.199
C 2.0562 -3.6742 -2.4745 -0.254
C 4.1040 -0.1130 -3.4051 -0.465
C 3.8563 1.3312 -3.8633 -0.267
C 5.1663 2.0151 -4.2543 -0.209
C 6.2445 1.9148 -3.1697 -0.213
C 6.4059 0.4995 -2.6035 -0.209
C 5.0743 -0.1598 -2.2131 -0.236
H 1.2483 0.1627 -4.7035 0.087
H 3.1291 -1.8793 -6.0171 0.085
H 3.4021 -0.1498 -5.9099 0.088
H 2.5522 -0.9233 -8.1303 0.101
H 1.5727 0.3398 -7.3823 0.109
H 0.0255 -1.2456 -8.2944 0.097
H 0.9158 -2.6284 -7.6497 0.108
H -0.7566 -0.5984 -6.0926 0.112
H -1.0782 -2.3270 -6.2773 0.101
H -0.1397 -1.7936 -4.0266 0.099
H 0.9184 -2.8800 -4.9462 0.093
H 3.8965 -2.6385 -2.1639 0.060
H 5.3502 -4.4461 -3.1219 0.109
H 4.6234 -2.6377 -4.5910 0.099
H 3.1305 -3.5113 -4.9891 0.098
H 4.9573 -5.1125 -4.7068 0.099
H 4.1199 -6.4674 -2.7163 0.097
H 2.8866 -6.0576 -3.9098 0.105
H 1.8922 -5.6983 -1.7236 0.105
H 3.3106 -4.8067 -1.1529 0.112
H 1.5343 -3.2176 -1.6233 0.047
H 1.3106 -3.8605 -3.2621 0.095
H 4.5956 -0.6553 -4.2333 0.091
H 3.1614 1.3652 -4.7118 0.089
H 3.3663 1.8746 -3.0461 0.027
H 5.5349 1.5399 -5.1729 0.105
H 4.9620 3.0641 -4.4997 0.103
H 5.9826 2.5977 -2.3504 0.110
H 7.2042 2.2458 -3.5825 0.097
H 7.0791 0.5036 -1.7388 0.101
H 6.8777 -0.1321 -3.3686 0.106
H 5.2680 -1.1972 -1.9047 0.090
H 4.6193 0.3418 -1.3466 0.085
Rh 0.6158 -0.0736 -0.2298 0.600
Cl 2.6212 -1.2900 -0.1835 -0.017
Cl 1.2281 1.4433 -1.9610 -0.150
C -0.3359 -1.2527 0.8373 -0.314
H -0.3772 -1.0455 1.9223 0.025
C -1.1333 -2.3594 0.3529 -0.334
C -1.8605 -3.2069 1.2417 -0.077
C -2.6117 -4.2540 0.7352 -0.128
C -2.6622 -4.5018 -0.6516 -0.127
C -1.9624 -3.6593 -1.5305 -0.103
C -1.2109 -2.5856 -1.0415 -0.087
H -1.8107 -3.0001 2.3153 0.096
H -3.1670 -4.9020 1.4111 0.086
H -2.0027 -3.8292 -2.6066 0.092
H -0.6923 -1.8808 -1.7004 0.064
H -3.2518 -5.3334 -1.0435 0.083
C -1.8949 3.8506 2.3640 -0.038
N -1.3917 2.4801 2.5503 -0.197
C -1.6172 1.8323 3.8630 -0.033
C -0.8191 1.8539 1.5704 -0.235
N -0.3772 1.2926 0.6353 -0.058
H -2.4033 4.1422 3.2906 0.075
H -2.6018 3.8900 1.5219 0.093
H -1.0684 4.5418 2.1543 0.091
H -2.2080 0.9121 3.7440 0.090
H -0.6605 1.5681 4.3338 0.089
H -2.1603 2.5443 4.4893 0.071

***

Record 2
83
Properties=species:S:1:pos:R:3:lowdin_charge:R:1 method="wB97M-V/def2-TZVPD" charge=-2 orbital_gap_ev=5.50 multiplicity=1
Cs -0.6018 0.8623 -1.2769 0.596
C 3.2864 -0.7087 -2.6385 -0.104
N 2.9505 -0.3789 -1.2599 -0.146
C 3.1163 -1.5157 -0.3766 -0.196
C 2.5340 -2.8271 -0.9031 -0.216
N 1.0965 -2.8649 -1.0257 -0.142
C 0.4525 -2.9634 0.2747 -0.096
C 0.5642 -3.6900 -2.0565 -0.252
C 1.3619 -4.6656 -2.6575 -0.069
C 0.9480 -5.4053 -3.7580 -0.145
C -0.3238 -5.2002 -4.2650 -0.146
C -1.1559 -4.2797 -3.6525 -0.172
C -0.7667 -3.5015 -2.5470 -0.691
S -1.9434 -2.4026 -1.8925 0.368
C 3.4660 0.8531 -0.7757 -0.255
C 4.2019 0.8833 0.4131 -0.068
C 4.7220 2.0555 0.9461 -0.139
C 4.5266 3.2480 0.2727 -0.140
C 3.7830 3.2509 -0.8956 -0.169
C 3.2053 2.0931 -1.4426 -0.693
S 2.1959 2.3018 -2.8524 0.342
H 4.2697 -1.2096 -2.7027 0.091
H 3.3065 0.1962 -3.2344 -0.002
H 2.5267 -1.3638 -3.0686 0.087
H 2.6757 -1.2752 0.5942 0.095
H 4.1899 -1.7292 -0.2111 0.118
H 2.8900 -3.6168 -0.2146 0.120
H 2.9814 -3.0189 -1.8740 0.087
H 0.8419 -3.8249 0.8486 0.088
H -0.6190 -3.0700 0.1367 0.018
H 0.6237 -2.0559 0.8561 0.059
H 2.3488 -4.8722 -2.2622 0.089
H 1.6209 -6.1283 -4.2056 0.077
H -0.6660 -5.7551 -5.1328 0.081
H -2.1545 -4.1122 -4.0350 0.072
H 4.3881 -0.0328 0.9567 0.083
H 5.2738 2.0214 1.8786 0.081
H 4.9274 4.1769 0.6648 0.083
H 3.5881 4.1821 -1.4112 0.073
C -0.5114 -1.1407 4.2078 -0.026
C 0.0971 0.2109 3.8215 -0.639
C 0.2436 1.0777 5.0766 -0.039
C 1.4798 -0.0041 3.2000 -0.021
O -0.7120 0.7997 2.8159 -0.163
Si -1.9665 1.8766 2.8751 -0.209
S -2.7639 2.0761 1.0066 0.125
O -3.0126 1.3975 4.0917 -0.166
C -4.2201 0.6448 4.0498 -0.664
C -5.3748 1.5236 3.5584 -0.051
C -4.4908 0.2282 5.4989 -0.045
C -4.1040 -0.6089 3.1800 -0.036
O -1.2414 3.2084 3.5491 -0.162
C -1.6875 4.5077 3.8957 -0.657
C -0.5035 5.4435 3.6423 -0.036
C -2.0516 4.4899 5.3854 -0.035
C -2.8920 4.9960 3.0892 -0.057
H 0.1573 -1.6863 4.8783 0.081
H -0.6820 -1.7344 3.3079 0.086
H -1.4686 -0.9832 4.7085 0.062
H 0.8970 0.5797 5.7970 0.080
H -0.7328 1.2501 5.5324 0.077
H 0.6675 2.0436 4.8070 0.081
H 2.1793 -0.3980 3.9408 0.084
H 1.8585 0.9440 2.8147 0.093
H 1.4069 -0.7081 2.3702 0.055
H -5.4702 2.4024 4.2026 0.078
H -6.3144 0.9654 3.5756 0.077
H -5.1666 1.8509 2.5403 0.041
H -4.5266 1.1158 6.1344 0.077
H -3.6908 -0.4244 5.8552 0.074
H -5.4420 -0.3033 5.5751 0.077
H -3.8995 -0.3309 2.1468 0.057
H -5.0352 -1.1789 3.2187 0.083
H -3.2871 -1.2422 3.5314 0.069
H 0.3696 5.1003 4.2009 0.080
H -0.7399 6.4685 3.9376 0.076
H -0.2571 5.4224 2.5798 0.090
H -1.1713 4.2539 5.9879 0.079
H -2.7991 3.7113 5.5475 0.074
H -2.4575 5.4530 5.7054 0.076
H -2.7087 4.8530 2.0269 0.054
H -3.0776 6.0539 3.2941 0.079
H -3.7818 4.4180 3.3452 0.074

***

Record 3
124
Properties=species:S:1:pos:R:3:lowdin_charge:R:1 method="wB97M-V/def2-TZVPD" charge=0 orbital_gap_ev=2.11 multiplicity=1
Be 3.8114 -4.0374 1.1127 0.868
C 2.5265 0.6963 -2.5440 -0.616
F 2.5049 1.3260 -1.3614 0.118
F 1.8879 1.3653 -3.4645 0.193
F 3.8262 0.5308 -2.8515 0.135
S 1.6585 -1.0554 -2.2433 0.696
O 0.3593 -1.0960 -2.9032 -0.302
O 2.5588 -1.9878 -2.8450 -0.290
N 1.5220 -1.1709 -0.4663 -0.229
S 0.0611 -0.7074 -0.2717 0.550
O -0.3856 0.5412 -0.9127 -0.253
O -0.9333 -1.7544 -0.4244 -0.238
C -0.0439 -0.2709 1.6592 -0.544
F 0.6586 0.9234 1.8049 0.078
F -1.3452 -0.1118 1.9990 0.130
F 0.5288 -1.2324 2.3949 0.122
C 2.3290 -8.1146 5.2188 -0.662
F 1.6915 -9.2448 4.9500 0.145
F 2.5760 -8.1731 6.5288 0.161
F 3.4581 -8.0889 4.5383 0.156
S 1.1949 -6.6241 4.7845 0.712
O -0.1069 -6.8632 5.4029 -0.278
O 1.8076 -5.4326 5.4074 -0.314
N 1.3400 -6.4751 3.0115 -0.203
S -0.0391 -7.1632 2.6111 0.551
O -0.2369 -8.4778 3.1788 -0.242
O -1.1530 -6.2606 2.6673 -0.232
C 0.2169 -7.5250 0.6552 -0.554
F 0.7456 -6.3684 0.0449 0.052
F 1.0128 -8.5816 0.4951 0.139
F -0.9732 -7.8460 0.1682 0.154
Br 1.1719 6.7930 -1.9196 0.517
C 1.0760 7.4212 -3.8465 -0.624
C -0.1948 8.2312 -4.0845 -0.628
Br -1.8319 7.2486 -3.4264 0.512
H 1.1309 6.6670 -4.6315 0.063
H 1.9674 8.0424 -3.9336 0.049
H -0.3496 8.4823 -5.1339 0.062
H -0.0615 9.0999 -3.4399 0.049
Br -6.9326 -1.0113 -4.4034 0.536
C -5.0171 -0.5320 -4.1343 -0.654
C -4.3864 0.0584 -5.4320 -0.605
Br -4.4618 -1.3948 -6.8402 0.520
H -4.5214 -1.4442 -3.8021 0.045
H -5.0061 0.1105 -3.2539 0.049
H -3.3957 0.5080 -5.3652 0.057
H -4.9115 0.9526 -5.7678 0.050
C -6.7033 -3.6328 1.3832 -0.007
C -6.5956 -2.3276 2.2221 -0.271
C -7.1033 -1.1101 1.5315 -0.176
O -8.0904 -0.6388 2.3260 0.080
C -8.2693 -1.4473 3.4073 -0.518
O -9.0542 -1.2142 4.3212 0.129
O -7.6314 -2.5918 3.1799 0.071
H -5.7959 -3.7117 0.7844 0.083
H -7.6267 -3.7414 0.8143 0.095
H -6.6485 -4.5168 2.0186 0.082
H -5.6911 -2.0480 2.7624 0.159
H -7.4682 -1.3697 0.5377 0.132
H -6.4513 -0.2664 1.3050 0.141
C -0.1650 3.0781 8.2598 -0.020
C 0.0114 4.0678 9.3965 -0.345
C -0.9002 3.9100 10.6036 -0.077
O -0.0404 3.2650 11.5473 0.072
C 1.2319 3.4543 11.2151 -0.496
O 2.2097 3.1555 11.9031 0.120
O 1.3306 3.9001 9.8908 0.061
H 0.1796 2.0592 8.4367 0.095
H 0.4867 3.4536 7.4709 0.084
H -1.2021 3.1251 7.9276 0.086
H -0.0977 5.0984 9.0586 0.149
H -1.7967 3.2987 10.5008 0.139
H -1.1778 4.8885 10.9956 0.132
C 6.2635 5.6828 -6.9326 -0.012
C 7.2916 6.5705 -6.1973 -0.338
C 7.2007 8.0591 -6.5067 -0.054
O 6.6448 8.6887 -5.3390 0.125
C 6.7623 7.8519 -4.4045 -0.634
O 6.5155 8.1538 -3.2610 0.145
O 6.9616 6.6008 -4.8635 0.083
H 5.2923 6.1760 -6.8928 0.088
H 6.1981 4.7219 -6.4223 0.085
H 6.4488 5.5064 -7.9922 0.084
H 8.2901 6.1353 -6.2383 0.154
H 6.5713 8.1639 -7.3904 0.135
H 8.1706 8.5496 -6.5890 0.139
C 1.2908 1.7443 -9.5485 -0.005
C 0.5337 2.8524 -10.3604 -0.333
C -0.9803 2.8268 -10.4529 -0.097
O -1.2607 4.1784 -10.2397 0.087
C -0.2582 4.8130 -9.6514 -0.513
O -0.2434 6.0405 -9.4348 0.107
O 0.8367 4.0498 -9.7494 0.089
H 0.8765 1.5092 -8.5681 0.081
H 2.3148 2.0909 -9.4096 0.080
H 1.3437 0.7678 -10.0299 0.078
H 0.8838 2.8759 -11.3923 0.152
H -1.3338 2.2146 -9.6233 0.131
H -1.3999 2.3853 -11.3568 0.143
C -4.2016 -2.6465 7.5678 -0.014
C -5.3134 -3.6004 7.9815 -0.324
C -5.1900 -4.9284 7.2773 -0.167
O -5.2701 -5.8486 8.2413 0.106
C -5.2903 -5.3237 9.4567 -0.516
O -5.3162 -5.9564 10.4991 0.146
O -5.0096 -4.0174 9.2811 0.095
H -3.7066 -2.1901 8.4250 0.090
H -4.7569 -1.8865 7.0181 0.080
H -3.4192 -3.1354 6.9874 0.081
H -6.2444 -3.1007 7.7139 0.153
H -4.2279 -4.9872 6.7684 0.130
H -5.9191 -4.9889 6.4692 0.142
O 5.9253 -5.8335 -5.3288 -0.049
H 6.3985 -5.1773 -4.8172 0.023
H 6.6083 -6.3015 -5.8092 0.033
O 4.9937 -6.7816 -1.3600 -0.065
H 5.6516 -7.4272 -1.1020 0.034
H 5.1035 -6.6923 -2.3067 0.025
O 4.8655 3.1406 2.2969 -0.056
H 4.9713 3.6638 3.0914 0.029
H 4.0033 3.3857 1.9611 0.027
O 6.3581 -2.4012 -1.1684 -0.071
H 6.7378 -2.7249 -1.9853 0.031
H 6.7578 -1.5406 -1.0424 0.037

***

Record 4
80
Properties=species:S:1:pos:R:3:lowdin_charge:R:1 method="wB97M-V/def2-TZVPD" charge=+2 orbital_gap_ev=4.52 multiplicity=1
N -0.9875 -6.9811 6.6771 0.076
C -1.6244 -5.8397 6.9568 -0.107
C -1.7330 -4.8241 6.0129 -0.010
C -1.1197 -4.9087 4.7415 -0.199
C -0.2952 -6.0713 4.5620 0.008
C -0.3033 -7.0959 5.5379 -0.112
C -1.3156 -3.8562 3.7620 -0.007
Cd -3.0220 -1.3576 -0.5906 0.778
P -2.0660 1.3585 -4.7078 0.970
C -0.7843 -3.8331 2.5134 -0.013
C -0.3987 -2.6178 1.7663 -0.213
C -0.2330 -2.6667 0.3857 -0.097
C -0.1882 -1.5017 -0.4062 -0.262
C 0.1409 -0.2708 0.2594 -0.488
C -0.3293 -0.2209 1.5715 -0.106
C -0.2919 -1.3717 2.3485 -0.009
Br 0.2007 1.5780 -0.8645 1.051
H -2.0202 -3.0845 4.0806 0.134
H -0.6319 -4.8315 2.0759 0.129
H -2.3093 -3.9545 6.2819 0.110
H 0.3649 -6.1968 3.6894 0.111
H -1.9748 -5.7343 7.9929 0.126
H 0.3375 -7.9888 5.4084 0.124
H -0.3738 -3.6701 -0.0072 0.135
H -0.1891 -1.3340 3.4045 0.131
H -0.2617 -1.7460 -1.4691 0.091
H -0.8168 0.6631 1.9745 0.115
P 2.0229 0.6802 -0.3271 0.612
C -3.0051 1.3822 -3.1421 -0.491
C -4.4833 1.2576 -3.4919 -0.190
H -2.8007 2.2508 -2.4881 0.075
H -2.6943 0.4950 -2.5977 -0.065
H -5.1585 1.3199 -2.6307 0.068
H -4.7467 2.0354 -4.2168 0.068
H -4.6277 0.2825 -3.9729 0.070
C -0.9929 -0.0814 -4.5698 -0.459
C -0.3524 -0.2626 -5.9387 -0.179
H -1.4800 -1.0107 -4.2788 0.077
H -0.2336 0.0369 -3.8058 0.028
H 0.1640 -1.2092 -6.0931 0.071
H -1.1041 -0.2291 -6.7275 0.070
H 0.4305 0.4777 -6.1268 0.067
C -0.8749 2.7037 -4.4282 -0.460
C -1.3667 4.0995 -4.6801 -0.154
H -0.1541 2.5214 -5.2104 0.064
H -0.2980 2.6524 -3.5241 0.016
H -0.6781 4.8799 -4.3702 0.074
H -1.4990 4.2475 -5.7391 0.076
H -2.2994 4.3503 -4.1971 0.064
C 2.9009 2.2783 -0.3029 -0.383
C 4.3769 2.0574 -0.0834 -0.122
H 2.5176 2.9240 0.4905 0.079
H 2.7826 2.8664 -1.2219 0.104
H 4.6389 2.0441 0.9725 0.081
H 4.7470 1.1477 -0.5518 0.075
H 4.9764 2.8725 -0.4948 0.100
C 2.4777 -0.0729 -1.8618 -0.331
C 2.7385 -1.5546 -1.6993 -0.100
H 3.3727 0.4332 -2.2482 0.118
H 1.7406 0.1212 -2.6504 0.079
H 3.4911 -1.7738 -0.9454 0.086
H 1.8168 -2.0760 -1.4623 0.047
H 3.0697 -2.0146 -2.6328 0.104
C 2.6019 -0.1202 1.1391 -0.332
C 2.4839 0.5673 2.5045 -0.072
H 3.6443 -0.3700 0.9140 0.110
H 2.0964 -1.0917 1.1496 0.088
H 2.3595 -0.2098 3.2737 0.096
H 3.4155 1.0967 2.7709 0.093
H 1.6128 1.2329 2.5910 0.063
C 0.7458 4.9201 2.0594 -0.008
C -0.4505 3.9728 2.1545 -0.421
C -1.8582 4.4598 1.6068 -0.008
O -0.3450 2.8096 2.5769 -0.014
H 0.6511 5.7539 2.7493 0.099
H 0.9031 5.2583 1.0334 0.089
H 1.5754 4.2991 2.3625 0.064
H -1.7862 4.8981 0.5888 0.083
H -2.5024 3.5593 1.5339 0.078
H -2.3366 5.1894 2.2826 0.093

***

Q: Look up the multiplicity of the fourth one.
A: 1

***

Q: The highest multiplicity belongs to which entry?
A: C28H45Cl2N2PRh

***

Q: Among the records above, which one has the highest multiplicity?
A: C28H45Cl2N2PRh